Record 1
11
Properties=species:S:1:pos:R:3:mulliken_charge:R:1 method="wB97M-V/def2-TZVPD" total_charge=+1 homo_ha="-0.47553 / -0.47442" s_squared=0.762 homo_lumo_gap_ha="0.2636 / 0.1229" spin_multiplicity=2
S -0.640 2.315 -1.973 -0.213
H -1.386 1.240 -1.923 0.130
C 0.151 -2.486 2.201 -0.615
C 0.601 -0.661 0.740 -0.024
N 0.906 -1.834 1.105 0.139
H -0.855 -2.031 2.166 0.335
H 0.680 -2.423 3.166 0.319
H 0.209 -3.588 2.070 0.284
H -0.309 -0.186 1.128 0.258
H 1.158 -0.233 -0.107 0.290
H -0.187 2.419 -0.740 0.098

---

Record 2
18
Properties=species:S:1:pos:R:3:mulliken_charge:R:1 method="wB97M-V/def2-TZVPD" smiles="[H]/N=N/C=C(/C)C=C.O" total_charge=0 homo_ha=-0.31523 homo_lumo_gap_ha=0.2965
H 0.016 -2.426 -2.128 0.245
N -0.722 -1.857 -1.691 -0.873
N -0.249 -1.042 -0.867 0.242
C -0.955 0.026 -0.392 -0.238
C -0.617 0.779 0.715 0.683
C -1.298 2.022 0.990 -1.312
C 0.418 0.306 1.503 -0.269
C 0.948 -0.909 1.708 -0.851
H -1.638 0.238 -1.181 0.415
H -0.632 2.820 0.639 0.315
H -2.203 2.286 0.330 0.329
H -1.687 2.134 2.029 0.324
H 0.731 1.041 2.162 0.389
H 1.890 -1.033 2.074 0.320
H 0.481 -1.762 1.260 0.292
O 2.092 -0.727 -2.603 -0.643
H 2.220 -1.517 -2.196 0.280
H 1.203 -0.380 -2.352 0.350

---

Record 3
15
Properties=species:S:1:pos:R:3:mulliken_charge:R:1 method="wB97M-V/def2-TZVPD" total_charge=0 homo_ha=-0.29756 homo_lumo_gap_ha=0.3259
C 2.161 -0.840 0.472 -0.866
N 1.046 -0.848 -0.591 -0.404
C -0.147 -0.172 -0.156 0.466
N -0.234 1.043 0.112 -0.321
N 0.709 1.946 -0.203 -0.543
N -1.410 -0.910 -0.226 -0.278
O -2.474 -0.166 0.318 -0.460
H 1.841 -1.484 1.304 0.298
H 3.117 -1.363 0.229 0.300
H 2.260 0.133 0.888 0.316
H 0.936 -1.746 -0.961 0.284
H 0.877 2.689 0.499 0.243
H 1.489 1.378 -0.465 0.309
H -1.468 -1.717 0.379 0.256
H -2.122 0.889 0.042 0.399

---

Record 4
58
Properties=species:S:1:pos:R:3:mulliken_charge:R:1 method="wB97M-V/def2-TZVPD" total_charge=-1 homo_ha=-0.21693 homo_lumo_gap_ha=0.2979
Sr -0.928 0.455 -0.059 2.033
N 6.255 -0.428 -3.555 -0.608
C 5.198 0.172 -2.856 1.090
C 4.185 -0.609 -2.302 -0.738
C 3.164 -0.025 -1.571 -0.514
C 3.149 1.349 -1.391 -0.362
C 4.154 2.136 -1.930 -0.572
C 5.175 1.551 -2.657 -0.703
S 1.846 2.127 -0.483 1.643
O 1.446 1.144 0.532 -0.628
O 2.361 3.371 0.040 -0.808
N 0.747 2.308 -1.600 -0.396
C -0.241 3.244 -1.428 0.229
N -0.421 4.157 -2.398 -0.669
C -1.437 4.991 -2.245 -0.103
C -2.299 4.963 -1.159 -0.819
C -2.054 3.982 -0.222 -0.105
N -1.040 3.132 -0.344 -0.123
H 6.017 -1.316 -3.970 0.234
H 6.698 0.179 -4.227 0.229
H 4.201 -1.684 -2.444 0.299
H 2.375 -0.633 -1.148 0.547
H 4.127 3.206 -1.769 0.443
H 5.967 2.164 -3.074 0.272
H -1.574 5.721 -3.038 0.410
H -3.129 5.648 -1.067 0.359
H -2.690 3.846 0.646 0.419
O -2.934 -0.874 -1.195 -0.543
N -3.857 -0.035 -1.006 0.199
O -3.470 1.063 -0.564 -0.507
O 0.256 -1.591 -0.984 -0.489
S 0.170 -3.092 -0.867 0.117
C -1.362 -3.580 -1.730 -0.462
C -2.303 -4.228 -0.719 -0.816
C -2.033 -3.539 0.615 -0.113
C -0.520 -3.487 0.763 -0.151
H -1.097 -4.213 -2.576 0.467
H -1.764 -2.629 -2.084 0.136
H -2.104 -5.301 -0.644 0.339
H -3.337 -4.095 -1.036 0.337
H -2.490 -4.063 1.455 0.476
H -2.432 -2.525 0.602 -0.042
H -0.095 -4.452 1.048 0.507
H -0.170 -2.710 1.444 -0.245
F -0.246 -0.689 5.427 -0.296
C -0.116 -0.474 4.101 0.376
F 0.688 -1.434 3.628 -0.250
F 0.522 0.691 3.946 -0.261
C -1.479 -0.467 3.327 0.780
O -1.275 -0.616 2.027 -0.736
C -2.203 0.889 3.625 0.198
F -3.512 0.807 3.343 -0.297
F -1.699 1.859 2.850 -0.214
F -2.098 1.302 4.900 -0.292
C -2.368 -1.629 3.883 0.528
F -3.405 -1.868 3.077 -0.237
F -1.656 -2.773 3.952 -0.277
F -2.864 -1.400 5.113 -0.292

---

Record 5
20
Properties=species:S:1:pos:R:3:mulliken_charge:R:1 method="wB97M-V/def2-TZVPD" total_charge=0 homo_ha="-0.24926 / -0.22881" homo_lumo_gap_ha="0.2580 / 0.2315"
C -1.274 -1.049 1.540 -0.607
C 0.548 -0.424 -0.289 0.009
C 0.705 1.794 0.630 -1.468
C -0.984 1.218 -1.230 -1.718
C 0.458 -2.762 0.232 -0.596
C 0.417 1.049 -0.612 1.739
N 0.831 -1.596 -0.392 -0.307
O 1.343 1.490 -1.640 -0.592
S -2.698 -0.896 0.867 -0.219
H -1.087 -0.657 2.561 0.262
H 0.304 2.742 0.523 0.442
H 0.161 1.334 1.557 0.221
H 1.789 1.828 0.765 0.366
H -1.218 0.294 -1.769 0.382
H -1.669 1.589 -0.490 0.331
H -0.898 1.971 -1.972 0.503
H 1.346 -3.256 0.743 0.265
H 0.046 -3.347 -0.571 0.292
H -0.371 -2.655 0.956 0.351
H 2.254 1.334 -1.410 0.345

---

Record 6
17
Properties=species:S:1:pos:R:3:mulliken_charge:R:1 method="wB97M-V/def2-TZVPD" smiles="[H]/N=N/N.CCC" total_charge=0 homo_ha=-0.34872 homo_lumo_gap_ha=0.3844
H -1.504 -3.805 -0.041 0.244
N -1.454 -2.977 0.558 -0.505
N -0.179 -2.660 0.618 -0.139
N -0.034 -1.418 1.053 -0.259
H 0.721 -1.177 1.636 0.289
H -0.993 -0.918 1.226 0.345
C -0.278 2.247 -0.181 -1.303
C -0.042 0.874 -0.940 -0.110
C 1.379 0.279 -0.456 -0.970
H 0.552 2.877 -0.018 0.359
H -0.963 2.899 -0.649 0.375
H -0.590 2.071 0.816 0.357
H -0.397 0.742 -1.998 0.415
H -0.883 0.291 -0.416 0.045
H 2.079 0.779 -1.177 0.362
H 1.338 0.568 0.611 0.191
H 1.245 -0.673 -0.643 0.306

---

Record 7
53
Properties=species:S:1:pos:R:3:mulliken_charge:R:1 method="wB97M-V/def2-TZVPD" total_charge=-2 homo_ha=-0.20310 homo_lumo_gap_ha=0.2774
Ba -2.105 -1.491 0.248 1.954
O -10.117 0.594 3.886 -0.648
C -9.574 -0.081 2.930 0.581
O -8.736 -1.054 3.076 -0.444
B -8.154 -1.301 1.726 1.057
O -8.874 -0.441 0.790 -0.452
C -9.675 0.330 1.418 0.621
O -10.317 1.287 0.965 -0.622
O -8.177 -2.724 1.465 -0.448
C -6.955 -3.215 1.350 0.600
O -6.468 -4.368 1.205 -0.619
C -5.958 -2.033 1.550 0.492
O -6.744 -0.974 1.826 -0.535
O -4.742 -2.072 1.435 -0.617
O -0.482 0.803 0.752 -0.636
C 0.459 1.424 1.209 0.519
O 1.156 2.302 0.530 -0.516
B 2.231 2.851 1.335 1.105
O 1.925 2.324 2.710 -0.536
C 0.979 1.390 2.697 0.630
O 0.623 0.607 3.596 -0.676
O 3.581 2.516 0.842 -0.232
C 4.353 3.582 0.550 0.693
O 5.531 3.581 0.127 -0.600
C 3.517 4.850 0.961 0.308
O 2.273 4.388 1.388 -0.530
O 3.880 5.950 0.871 -0.530
O -0.642 -0.984 -2.125 -0.618
C 0.188 -0.250 -2.731 0.454
O 1.254 0.236 -2.233 -0.062
B 2.169 0.869 -3.233 1.170
O 1.297 0.863 -4.451 -0.515
C 0.232 0.212 -4.194 0.325
O -0.765 -0.025 -4.914 -0.686
O 3.353 0.070 -3.347 -0.515
C 4.401 0.822 -3.105 0.696
O 5.570 0.480 -3.047 -0.646
C 3.934 2.288 -2.944 0.571
O 2.635 2.217 -2.837 -0.479
O 4.729 3.205 -2.855 -0.624
O 6.355 -0.017 -0.044 -0.524
C 5.492 -0.802 0.167 0.524
O 4.242 -0.917 -0.332 -0.052
B 3.632 -2.118 0.089 1.066
O 4.539 -2.671 1.113 -0.516
C 5.729 -1.983 1.067 0.324
O 6.752 -2.213 1.690 -0.616
O 3.401 -2.952 -1.102 -0.520
C 2.259 -3.510 -1.058 0.604
O 1.885 -4.467 -1.732 -0.697
C 1.453 -2.721 0.029 0.476
O 2.221 -1.816 0.447 -0.267
O 0.254 -2.841 0.244 -0.792

---

Record 8
175
Properties=species:S:1:pos:R:3:mulliken_charge:R:1 method="wB97M-V/def2-TZVPD" total_charge=-1 homo_ha=-0.22264 homo_lumo_gap_ha=0.2518
P -20.743 0.098 13.350 1.926
F -22.178 -0.254 14.089 -0.903
F -20.312 -1.439 13.458 -0.381
F -21.185 -0.237 11.838 -0.324
F -19.278 0.457 12.545 0.027
F -21.109 1.647 13.143 -0.390
F -20.217 0.494 14.871 0.191
C -26.604 1.856 8.017 0.569
O -26.660 2.953 8.502 -0.710
N -25.723 0.867 8.362 -0.294
N -27.203 1.511 6.970 -0.396
H -25.387 0.195 7.687 0.265
H -25.138 1.142 9.138 0.050
H -27.176 0.551 6.658 0.200
H -27.516 2.141 6.245 0.233
C -21.823 6.509 10.744 0.323
O -22.336 5.484 10.471 -0.639
N -21.068 6.696 11.868 -0.128
N -21.718 7.402 9.829 -0.392
H -20.880 5.850 12.387 -0.066
H -20.744 7.620 12.112 0.142
H -21.048 8.093 10.135 0.142
H -22.164 7.304 8.928 0.266
C -16.530 -1.658 14.227 0.573
O -16.481 -1.733 15.396 -0.802
N -16.422 -2.779 13.513 -0.170
N -16.382 -0.599 13.555 0.182
H -16.331 -3.723 13.861 0.284
H -16.486 -2.672 12.511 -0.041
H -16.258 0.216 14.139 0.069
H -16.391 -0.623 12.546 -0.152
C -17.546 3.258 11.984 0.452
O -17.080 3.070 13.135 -0.821
N -18.736 2.906 11.572 1.024
N -16.998 3.917 11.038 -0.052
H -19.102 3.348 10.740 -0.353
H -19.338 2.380 12.189 -1.222
H -17.491 4.190 10.200 0.068
H -16.024 4.167 11.135 0.313
C -17.499 2.438 16.790 0.480
O -17.395 2.417 18.004 -0.760
N -18.604 2.880 16.247 0.311
N -16.712 1.920 15.932 0.016
H -18.784 2.564 15.304 -0.526
H -19.147 3.449 16.880 0.196
H -15.815 1.688 16.334 0.241
H -16.828 2.513 15.122 0.053
C -17.567 -2.092 19.781 0.664
O -16.724 -2.880 20.193 -0.747
N -18.710 -1.916 20.332 -0.215
N -17.433 -1.389 18.680 -0.010
H -18.871 -2.354 21.228 0.167
H -19.450 -1.466 19.811 0.240
H -18.285 -1.261 18.153 -0.333
H -16.557 -1.416 18.180 0.192
C -20.778 -0.080 18.227 0.043
O -20.867 -0.142 19.439 -0.816
N -20.067 0.693 17.463 0.588
N -21.302 -0.996 17.438 1.151
H -19.990 0.608 16.460 0.121
H -19.565 1.492 17.823 0.081
H -21.793 -1.764 17.872 0.017
H -21.378 -0.829 16.445 -0.773
C -25.986 4.937 13.448 0.636
O -26.841 4.961 12.687 -0.604
N -24.704 4.843 13.164 -0.127
N -26.139 5.625 14.557 -0.488
H -24.377 4.712 12.218 0.013
H -24.028 4.912 13.912 0.117
H -27.075 5.729 14.920 0.240
H -25.471 5.542 15.309 0.200
C -24.342 -1.888 18.292 0.528
O -24.143 -3.023 17.976 -0.624
N -24.307 -0.893 17.458 -0.075
N -24.484 -1.348 19.500 -0.375
H -24.074 -1.148 16.509 -0.136
H -24.784 -0.042 17.718 0.215
H -24.654 -2.004 20.249 0.247
H -24.843 -0.404 19.511 0.147
C -19.643 -3.768 15.892 0.525
O -19.380 -4.155 14.754 -0.858
N -20.488 -4.401 16.659 -0.130
N -19.075 -2.837 16.491 0.531
H -21.016 -5.189 16.312 0.166
H -20.361 -4.320 17.658 0.196
H -19.445 -2.397 17.321 -0.419
H -18.295 -2.424 15.999 -0.079
C -22.454 3.701 15.729 0.157
O -23.175 4.345 16.463 -0.791
N -21.720 4.204 14.744 0.716
N -22.537 2.412 15.795 0.328
H -20.976 3.636 14.365 -0.598
H -21.472 5.176 14.866 0.215
H -22.178 1.810 15.068 -0.484
H -23.195 1.997 16.439 0.019
C -18.503 6.521 14.340 0.642
O -19.510 6.157 14.936 -0.685
N -17.463 5.803 13.988 -0.222
N -18.389 7.731 13.822 -0.445
H -16.619 6.222 13.625 0.162
H -17.565 4.851 14.309 0.139
H -19.281 8.202 13.786 0.213
H -17.538 8.232 13.611 0.160
C -18.708 -3.977 11.357 0.470
O -18.152 -4.484 10.378 -0.855
N -18.667 -2.702 11.627 0.864
N -19.428 -4.647 12.141 0.190
H -18.537 -2.156 10.787 -0.190
H -19.126 -2.266 12.414 -0.357
H -19.420 -4.200 13.047 0.067
H -19.617 -5.633 12.026 0.173
C -23.610 2.434 10.650 -0.005
O -24.010 1.289 10.590 -0.338
N -22.434 2.759 11.156 1.547
N -24.227 3.522 10.347 0.114
H -22.122 3.720 11.156 -0.450
H -21.857 2.085 11.639 -0.798
H -23.470 4.185 10.268 0.200
H -24.956 3.311 9.680 0.068
C -15.746 -0.091 10.221 0.730
O -16.609 -0.599 10.884 -0.570
N -15.313 1.103 10.456 -0.402
N -15.160 -0.605 9.084 -0.482
H -14.472 1.489 10.050 0.169
H -15.866 1.560 11.167 0.152
H -14.451 0.010 8.711 0.119
H -15.506 -1.390 8.551 0.244
C -23.653 -3.416 14.445 0.042
O -24.190 -3.196 13.451 -0.612
N -22.714 -2.702 14.927 2.101
N -24.085 -4.412 15.125 -0.272
H -22.372 -2.778 15.875 -0.414
H -22.461 -1.819 14.507 -0.919
H -23.652 -4.689 15.994 0.175
H -24.655 -4.956 14.493 0.296
C -21.478 -7.238 13.594 0.484
O -21.207 -6.827 12.505 -0.657
N -22.013 -8.370 13.917 -0.424
N -21.254 -6.548 14.670 -0.443
H -22.031 -9.049 13.170 0.265
H -22.389 -8.546 14.838 0.198
H -20.784 -7.076 15.391 0.228
H -20.949 -5.610 14.455 0.116
C -19.632 4.123 8.327 0.672
O -18.482 3.999 8.477 -0.760
N -20.478 3.183 8.012 -0.221
N -20.233 5.238 8.176 -0.409
H -21.419 3.463 7.775 0.121
H -20.062 2.264 8.057 0.151
H -21.235 5.352 8.238 0.138
H -19.631 6.042 8.284 0.204
C -26.587 -0.086 13.627 0.623
O -27.434 -0.644 14.262 -0.758
N -26.174 1.129 13.803 -0.134
N -25.928 -0.624 12.632 -0.027
H -25.305 1.351 13.338 -0.007
H -26.693 1.594 14.533 0.154
H -26.166 -1.552 12.312 0.084
H -25.280 -0.087 12.074 -0.028
C -23.702 -2.874 9.637 0.569
O -23.798 -2.702 8.379 -0.815
N -23.610 -1.852 10.424 0.654
N -23.791 -4.009 10.255 -0.242
H -23.476 -1.883 11.425 -0.211
H -23.805 -0.939 10.037 -0.348
H -24.143 -4.805 9.744 0.236
H -23.686 -4.039 11.259 0.159
C -19.824 -0.610 8.358 0.338
O -19.489 -0.711 7.144 -0.831
N -21.043 -0.600 8.816 0.128
N -19.000 -0.501 9.404 0.316
H -21.258 -0.506 9.798 -0.027
H -21.770 -0.875 8.170 0.156
H -18.004 -0.556 9.248 -0.389
H -19.225 -0.347 10.377 -0.131

---

Values of calculated total energy, in order: -14501.7563 -10370.9085 -10207.6541 -85646.4007 -20767.4056 -7756.0646 -85538.1472 -154337.1518, all in eV.
Values of energy above the lowest of the compared OMol25 structures with the same formula, charge and spin, in order: 2.348 4.397 4.959 0.000 5.943 4.019 3.432 10.271, all in eV.
Values of strongest force on any atom, in order: 0.0834 0.0992 0.0936 0.0031 0.0759 0.1300 0.1355 0.1869, all in Eh/bohr.